[1]
The following is a DFT calculation (ωB97M-V with the def2-TZVPD basis set) of a 2-piece molecular cluster, C15H31N3O7S overall at a distorted geometry.

Output
frontier orbital gap	9.4	eV
calculated total energy	-45696.7971	eV
SMILES	N[C@H]1C[C@](O)(CO)[C@@H](O)[C@H](O)[C@H]1O.CNC(=O)[C@H](CCSC)NC(C)=O

Structure (XYZ):
```
57
C15H31N3O7S ωB97M-V with the def2-TZVPD basis set
N -2.0470 -3.4914 -0.1769
C -1.8451 -2.0690 -0.5167
C -1.0135 -1.9516 -1.7989
C -1.7690 -2.4459 -3.0467
O -1.9853 -3.8494 -2.8697
C -0.9188 -2.2261 -4.3144
O -0.5657 -0.8451 -4.4896
C -3.1412 -1.7495 -3.1764
O -3.8803 -2.3840 -4.2287
C -3.9761 -1.8505 -1.8901
O -5.1558 -1.0658 -2.1059
C -3.2043 -1.3520 -0.6576
O -3.9737 -1.5816 0.5406
H -2.8241 -3.5748 0.4875
H -1.1945 -3.8964 0.2144
H -1.2963 -1.5873 0.2992
H -0.0833 -2.5163 -1.6865
H -0.7414 -0.9002 -1.9340
H -2.1406 -3.9890 -1.9019
H -0.0045 -2.8240 -4.2418
H -1.4711 -2.5743 -5.1933
H -0.1250 -0.7147 -5.3464
H -2.9898 -0.6909 -3.4140
H -3.6598 -3.3360 -4.1998
H -4.2566 -2.8965 -1.7264
H -5.4872 -1.2675 -3.0015
H -3.0307 -0.2781 -0.7852
H -3.7438 -0.9354 1.2286
C 3.9532 2.2265 5.4927
N 3.0596 1.8893 4.3859
C 2.5960 2.7815 3.5002
O 2.9098 3.9624 3.5581
C 1.7249 2.2152 2.3629
C 2.5792 1.8176 1.1447
C 1.8323 0.9048 0.1660
S 1.4809 -0.7617 0.7977
C 3.1355 -1.5044 0.7364
N 0.5184 2.9882 2.0020
C 0.3525 4.1989 1.4627
C 1.4859 4.9723 0.8183
O -0.7731 4.6707 1.4306
H 3.5415 3.0679 6.0546
H 4.9302 2.5175 5.1013
H 4.0718 1.3720 6.1605
H 2.7872 0.9253 4.2773
H 1.3362 1.2777 2.7596
H 3.4710 1.2965 1.4917
H 2.9172 2.7069 0.6175
H 2.4290 0.8063 -0.7414
H 0.8903 1.3784 -0.1123
H 3.5147 -1.4710 -0.2856
H 3.0767 -2.5438 1.0603
H 3.8155 -0.9650 1.3948
H -0.3556 2.6036 2.3216
H 2.3639 4.9859 1.4533
H 1.1571 5.9990 0.6644
H 1.7227 4.5249 -0.1434
```

[2]
The following is a DFT calculation (ωB97M-V with the def2-TZVPD basis set) of a 3-piece molecular cluster, C15H31NO7P2 overall at a distorted geometry.

Output
frontier orbital gap	8.5	eV
calculated total energy	-50456.9463	eV
SMILES	CCC[C@H](C)[PH2](CC=O)P(=N)(O)O.O=C1CCCO1.O=C1CCCO1

Structure (XYZ):
```
56
C15H31NO7P2 ωB97M-V with the def2-TZVPD basis set
C -2.4865 2.2460 1.5969
C -1.0880 2.6152 2.1419
C -0.1566 3.3231 1.1453
C 0.3016 2.4708 -0.0591
C -0.7582 2.5244 -1.1913
P 0.7727 0.7180 0.4454
C 1.6503 0.3868 -1.1584
C 3.0710 0.8888 -0.9858
O 3.8338 0.4651 -0.1912
P 1.2425 -1.3437 1.2815
N -0.0046 -2.2851 1.2606
O 2.4660 -2.0776 0.5160
O 1.7741 -1.1461 2.8160
H -3.2215 2.5978 2.3062
H -2.7349 2.7004 0.6592
H -2.6003 1.1662 1.5774
H -1.2406 3.3076 2.9640
H -0.6242 1.7452 2.5945
H -0.6912 4.1967 0.7882
H 0.6982 3.6937 1.7080
H 1.2027 2.9581 -0.4411
H -1.1726 1.5323 -1.3737
H -0.2539 2.7996 -2.1150
H -1.5259 3.2645 -1.0360
H -0.6002 0.4156 0.6795
H 1.5196 1.2787 1.5373
H 1.2406 0.9613 -1.9803
H 1.6241 -0.6509 -1.4686
H 3.3855 1.7351 -1.6259
H -0.7975 -1.8081 0.8421
H 2.3624 -3.0369 0.6631
H 2.5941 -0.6290 2.7345
O 3.8505 -4.6033 0.0336
C 4.8487 -4.3960 -0.5907
C 5.4812 -3.0469 -0.8685
C 6.4515 -3.3711 -2.0017
C 6.7909 -4.8276 -1.7207
O 5.6052 -5.3842 -1.1275
H 5.9975 -2.7110 0.0314
H 4.7274 -2.3208 -1.1582
H 7.3269 -2.7251 -2.0362
H 5.9363 -3.2899 -2.9604
H 7.6143 -4.9330 -1.0109
H 7.0328 -5.3833 -2.6237
O -5.0688 2.6949 0.6136
C -5.7818 1.8115 0.2393
C -7.2629 1.6463 0.5203
C -7.5063 0.1869 0.1442
C -6.4501 -0.0441 -0.9262
O -5.3480 0.8032 -0.5578
H -7.8184 2.3334 -0.1194
H -7.4814 1.8466 1.5652
H -8.5179 -0.0215 -0.1990
H -7.3058 -0.4519 1.0055
H -6.7942 0.2496 -1.9204
H -6.1104 -1.0763 -0.9631
```

[3]
The following is a DFT calculation (ωB97M-V with the def2-TZVPD basis set) of a 8-piece molecular cluster, C15H32ClO17 overall at a distorted geometry.

Output
frontier orbital gap	8.2	eV
total charge	-1
calculated total energy	-63395.3491	eV
energy above the lowest of the compared OMol25 structures with the same formula, charge and spin	0.0	kJ/mol

Structure (XYZ):
```
65
C15H32ClO17 ωB97M-V with the def2-TZVPD basis set
Cl -0.1766 -2.8340 1.9875
O 0.6475 -4.0297 1.8127
O 0.7145 -1.7847 2.2189
O -0.9843 -2.5906 0.8530
O -1.1162 -2.9074 3.0713
O 2.0902 -2.6181 6.5827
H 2.4781 -2.0946 5.8816
H 1.2436 -2.8970 6.2338
C 4.0972 3.8766 0.8994
C 4.2905 3.9474 -0.6065
C 3.7140 2.7861 -1.3655
O 2.9321 3.3927 -2.3562
C 2.7322 4.6986 -2.1345
O 1.9627 5.4697 -2.6028
O 3.5654 5.0845 -1.1269
H 4.3886 3.0134 1.4978
H 3.0208 3.8165 1.0604
H 4.4623 4.8279 1.2864
H 5.3467 4.0504 -0.8552
H 3.2010 2.0431 -0.7549
H 4.5134 2.2047 -1.8249
C -3.4886 0.8654 -6.1844
C -1.9717 0.8917 -5.6616
C -1.6124 -0.2673 -4.7484
O -1.1540 -1.2175 -5.7208
C -0.5897 -0.6638 -6.7162
O 0.1337 -1.2171 -7.4892
O -1.0950 0.5767 -6.7791
H -3.9706 1.7773 -5.8319
H -4.0154 0.1352 -5.5701
H -3.5790 0.7001 -7.2580
H -1.6504 1.8386 -5.2278
H -2.5344 -0.6613 -4.3209
H -0.9829 -0.1161 -3.8714
C -6.1172 0.1671 -0.3494
C -6.6366 -0.7356 0.7529
C -6.4908 -0.2589 2.1470
O -7.8315 -0.0978 2.6027
C -8.7427 -0.5868 1.7707
O -10.0053 -0.6689 1.8994
O -8.0669 -0.8947 0.6559
H -6.4087 1.2021 -0.1708
H -6.5748 0.0440 -1.3310
H -5.0330 0.2785 -0.3328
H -6.1590 -1.7154 0.7670
H -5.8490 0.6221 2.1501
H -5.9460 -0.8780 2.8598
C -0.9813 1.5217 6.1665
O -2.1375 1.2510 5.4276
H -0.8690 0.5253 6.5939
H -0.1082 1.7867 5.5702
H -1.2983 2.3422 6.8103
H -2.0287 0.3294 5.1818
C 5.4183 -2.9053 -2.6868
O 4.2357 -2.7717 -1.9217
H 5.2813 -2.3892 -3.6371
H 6.2836 -2.5942 -2.1014
H 5.5610 -3.9812 -2.7873
H 3.9140 -3.5947 -1.5466
C 6.9063 -2.8787 3.6576
O 6.1522 -1.6815 3.4256
H 6.3490 -3.5983 4.2573
H 7.3078 -3.3991 2.7880
H 7.8195 -2.5053 4.1210
H 5.4427 -2.0315 2.8818
```

[4]
The following is a DFT calculation (ωB97M-V with the def2-TZVPD basis set) of C15H32CrNO2P2 as an isolated structure at a distorted geometry.

Output
frontier orbital gap (spin up / spin down)	6.4 / 7.8	eV
2S+1	5
total charge	+1
calculated total energy	-68651.5859	eV
<S²>	6.0805

Structure (XYZ):
```
53
C15H32CrNO2P2 ωB97M-V with the def2-TZVPD basis set
Cr -0.0644 0.3851 -0.0879
P -2.3411 0.3816 -0.4517
C -2.3786 0.9814 -2.2013
C -0.9439 1.3150 -2.7212
N 0.1555 1.0956 -1.9329
C 1.4037 1.3925 -2.3889
C 1.5927 2.0420 -3.5903
C 0.4924 2.3233 -4.3763
C -0.7742 1.9031 -3.9744
C 2.6483 1.0689 -1.5148
P 2.3990 -0.4681 -0.5073
H -1.6844 2.1171 -4.5527
H 2.6125 2.2649 -3.8821
H 0.6150 2.8317 -5.3134
H 3.5295 0.8983 -2.1573
H 2.9143 1.9044 -0.8323
H -2.9676 0.2965 -2.8543
H -2.9448 1.9528 -2.1717
H -1.6297 -2.8255 -3.4970
O -1.5472 -3.2271 -4.3874
H -1.6404 -2.4225 -4.9243
H 1.1735 -2.9651 -0.6594
O 0.4807 -2.5142 -0.0544
H -0.4476 -2.9015 -0.1320
C 3.0857 -1.7521 -1.6147
H 3.9315 -1.3986 -2.2180
H 3.4713 -2.6160 -1.0590
H 2.3687 -2.1329 -2.3552
C 3.5254 -0.5049 0.9391
H 3.3571 -1.4637 1.4446
H 4.5953 -0.4251 0.7335
H 3.2558 0.2683 1.6633
C -3.3826 1.7379 0.1984
H -4.4113 1.6223 -0.1775
H -3.3818 1.7580 1.2906
H -2.9836 2.6948 -0.1639
C -3.3118 -1.1307 -0.3143
H -3.5973 -1.2716 0.7354
H -4.2333 -1.0998 -0.9123
H -2.7533 -2.0329 -0.6000
C 0.3471 0.1497 3.1523
C -0.3686 1.3912 2.6405
C -0.2632 2.5592 3.6160
C 0.1928 1.8618 1.2989
H 1.4176 0.3368 3.2805
H 0.2313 -0.7109 2.4824
H -0.0575 -0.1405 4.1243
H -1.4368 1.1529 2.5006
H 0.7899 2.8386 3.7425
H -0.7998 3.4327 3.2264
H -0.6808 2.3053 4.5937
H -0.3197 2.7347 0.8603
H 1.2743 2.0540 1.3384
```

[5]
The following is a DFT calculation (ωB97M-V with the def2-TZVPD basis set) of C15H32CuNO5S as an isolated structure at a distorted geometry.

Output
frontier orbital gap	3.8	eV
total charge	-2
calculated total energy	-83268.2296	eV
energy above the lowest of the compared OMol25 structures with the same formula, charge and spin	267.3	kJ/mol

Structure (XYZ):
```
55
C15H32CuNO5S ωB97M-V with the def2-TZVPD basis set
Cu 0.2409 -0.2350 -1.9822
C -1.4435 1.5866 -0.4460
C -0.1164 2.0738 0.2177
C -0.1113 1.3479 1.6498
C 1.2436 1.3934 2.3647
C 2.2657 0.8549 1.3213
C 2.4422 1.6676 -0.0184
N 1.0664 1.7378 -0.6389
O 1.0012 2.0537 -2.0619
C 3.2901 0.8222 -0.9407
C 3.1684 2.9909 0.3564
C -0.1775 3.5780 0.4309
H -1.5782 0.5054 -0.4765
H -1.6719 1.9930 -1.4314
H -2.2670 2.0556 0.0926
H -0.5567 0.3602 1.7684
H -0.6310 1.9627 2.3847
H 1.3562 0.7832 3.2608
H 1.4901 2.4264 2.6102
H 2.0656 -0.2163 1.2957
H 3.1652 0.9870 1.9226
H 3.4678 1.4563 -1.8093
H 2.7736 -0.0731 -1.2868
H 4.3099 0.6081 -0.6209
H 4.1978 2.8141 0.6683
H 2.6525 3.5369 1.1462
H 3.0838 3.5443 -0.5788
H -1.1021 3.9636 0.8606
H -0.1052 4.0871 -0.5302
H 0.5767 3.9260 1.1367
C 1.7538 -1.5435 -4.6159
O 1.3391 -2.0292 -3.4026
H 1.0182 -1.5250 -5.4200
H 2.0362 -0.4907 -4.6107
H 2.6064 -2.0445 -5.0742
C -3.3314 -1.1452 -2.8985
O -1.9410 -1.0796 -2.8492
H -3.7190 -1.2697 -1.8873
H -3.9394 -0.3716 -3.3674
H -3.5409 -2.1169 -3.3457
C -1.7523 -2.8877 3.1367
C -3.0027 -2.6961 2.1855
C -2.6203 -2.4015 0.7439
S -0.9098 -2.8565 0.6060
O -0.0980 -1.8352 -0.0652
O -0.8919 -4.2407 0.1010
C -0.4721 -2.7810 2.3885
H -1.8350 -3.9286 3.4493
H -1.8066 -2.2741 4.0360
H -3.6060 -1.9054 2.6315
H -3.5920 -3.6064 2.0751
H -2.7410 -1.3300 0.5845
H -3.1800 -2.9024 -0.0460
H -0.1562 -1.7668 2.6329
H 0.2849 -3.5640 2.3459
```

[6]
The following is a DFT calculation (ωB97M-V with the def2-TZVPD basis set) of C15H32ErN2O5P2 as an isolated structure at a distorted geometry.

Output
frontier orbital gap (spin up / spin down)	4.4 / 4.9	eV
2S+1	4
total charge	+1
calculated total energy	-75481.8943	eV
<S²>	3.9406

Structure (XYZ):
```
57
C15H32ErN2O5P2 ωB97M-V with the def2-TZVPD basis set
O -2.9687 0.5031 3.9842
H -3.5359 0.0843 4.6529
Er 0.0255 0.2187 0.2432
N 0.2736 -1.4708 -1.2726
N -1.8995 -0.8213 -0.0084
O 1.4389 -1.9991 -1.9250
O -3.1621 -0.4416 0.5442
C -0.7903 -2.2557 -1.5256
C -1.9961 -1.8509 -0.8929
C -0.6567 -3.3942 -2.4669
C -3.3018 -2.4979 -1.1696
H 0.3804 -3.7475 -2.5170
H -0.9807 -3.0893 -3.4764
H -1.3120 -4.2143 -2.1430
H -4.1000 -1.7945 -0.9127
H -3.3994 -3.4163 -0.5688
H -3.3749 -2.7756 -2.2314
H 2.1575 -1.3554 -1.7791
H -2.9770 -0.0155 1.4044
O -0.7056 1.0272 -1.8896
H -0.4809 0.3181 -2.5249
H -1.6688 1.1525 -1.9707
C -1.7225 -0.2007 3.9047
H -0.9601 0.5483 3.6376
H -1.7779 -0.9991 3.1471
H -1.3975 -0.6677 4.8476
O 1.4035 -1.2464 1.3865
H 1.3204 -2.0331 0.8092
H 2.3680 -1.1332 1.5139
C 3.0269 2.7841 -1.5484
P 2.3847 1.6139 -0.2894
C 3.7944 0.4289 -0.3123
C 2.4443 2.6258 1.2621
C 3.6605 3.2392 1.5840
C 3.7557 4.1414 2.6461
C 2.6261 4.4336 3.4107
C 1.4000 3.8423 3.1009
C 1.2669 2.9874 2.0065
P -0.4772 2.5251 1.5794
C -1.6409 3.2062 2.8165
C -0.7607 3.5253 0.0579
H 3.1011 2.2910 -2.5286
H 4.0327 3.1312 -1.2650
H 2.3747 3.6596 -1.6626
H 4.7251 0.9625 -0.0903
H 3.7189 -0.3970 0.4108
H 3.8817 0.0033 -1.3239
H 4.5383 3.0588 0.9634
H 4.7057 4.6331 2.8608
H 2.6819 5.1486 4.2312
H 0.5164 4.0800 3.6887
H -1.6548 4.3096 2.8582
H -2.6626 2.8716 2.5727
H -1.4369 2.8072 3.8231
H -0.0266 3.3144 -0.7316
H -1.7699 3.3198 -0.3230
H -0.6888 4.5878 0.3102
```

[7]
The following is a DFT calculation (ωB97M-V with the def2-TZVPD basis set) of C15H32GaN8O6 as an isolated structure at a distorted geometry.

Output
frontier orbital gap (spin up / spin down)	5.4 / 5.4	eV
total charge	+1
calculated total energy	-92641.7981	eV
energy above the lowest of the compared OMol25 structures with the same formula, charge and spin	205.9	kJ/mol

Structure (XYZ):
```
62
C15H32GaN8O6 ωB97M-V with the def2-TZVPD basis set
O -0.0480 -0.1369 -3.0484
H -0.5347 0.1997 -3.8248
Ga 0.3340 -0.3611 -0.4816
N 0.2720 1.3008 0.6320
N 1.7633 0.6560 -1.3697
N -0.8827 -1.4253 0.6546
N 0.4542 -2.1169 -1.3302
O -0.4435 1.4548 1.7180
O -1.4341 -0.9798 1.8336
O 1.3581 -2.4307 -2.3200
O 2.5631 0.1256 -2.2185
C 1.8275 1.9643 -0.9998
C 1.0099 2.3208 0.1094
C -1.2441 -2.6201 0.1557
C -0.4827 -3.0101 -0.9938
C 0.9199 3.6684 0.7179
H 1.2661 3.6440 1.7621
H -0.1233 4.0255 0.7090
H 1.5457 4.3721 0.1562
C 2.7115 2.9080 -1.7312
H 3.2448 2.3639 -2.5174
H 3.4309 3.3727 -1.0437
H 2.1105 3.7093 -2.1849
C -2.3131 -3.4443 0.7678
C -0.6742 -4.2740 -1.7448
H -2.7715 -2.9192 1.6110
H -1.9083 -4.4013 1.1191
H -3.0927 -3.6695 0.0289
H -0.0001 -4.2924 -2.6054
H -1.7120 -4.3546 -2.0956
H -0.4775 -5.1406 -1.1000
H -1.0950 -0.0028 1.8953
H 1.8215 -1.5551 -2.5072
C -1.0440 0.2873 -1.7126
H -0.8428 1.2829 -1.2701
H -1.5880 -0.5573 -1.2287
H -1.9139 0.5968 -2.3112
O -2.0745 3.7801 0.9559
H -2.4736 4.3892 1.6003
H -1.9088 2.9513 1.4479
C 2.2780 -0.3252 2.2452
N 2.1676 -1.1594 1.0159
C 1.8838 -2.5561 1.4481
N 2.9356 -3.0902 2.3426
C 3.0339 -2.2118 3.5305
N 3.3405 -0.8150 3.1511
C 4.6281 -0.8156 2.4232
N 4.5708 -1.6627 1.2138
C 3.4878 -1.1585 0.3383
C 4.2332 -3.0395 1.6302
H 1.3253 -0.3461 2.7951
H 2.5229 0.7094 1.9620
H 1.8211 -3.1943 0.5559
H 0.9254 -2.5735 1.9858
H 3.8422 -2.5844 4.1733
H 2.0777 -2.2343 4.0733
H 4.8718 0.2149 2.1270
H 5.4056 -1.2103 3.0905
H 3.4489 -1.8032 -0.5519
H 3.7528 -0.1327 0.0490
H 5.0168 -3.4031 2.3078
H 4.1777 -3.6805 0.7380
```

[8]
The following is a DFT calculation (ωB97M-V with the def2-TZVPD basis set) of a 4-piece molecular cluster, C15H32N2O7 overall at a distorted geometry.

Output
frontier orbital gap	9.0	eV
calculated total energy	-33385.5599	eV
SMILES	CNCOC(=O)OC[C@H](O)CN.CC(C)=O.CC(C)=O.CC(C)=O
energy above the lowest of the compared OMol25 structures with the same formula, charge and spin	78.7	kJ/mol

Structure (XYZ):
```
56
C15H32N2O7 ωB97M-V with the def2-TZVPD basis set
C 8.4620 0.4744 2.2936
N 7.6740 -0.3330 1.3698
C 7.6743 -1.7284 1.6483
O 6.8569 -2.0703 2.7673
C 5.7424 -1.3235 2.9322
O 5.6923 -0.2682 3.5434
O 4.6620 -1.9220 2.3735
C 3.5166 -1.9896 3.2198
C 2.3667 -1.2071 2.6382
O 1.9848 -1.7485 1.3780
C 2.6531 0.2741 2.4576
N 1.4992 0.9849 1.9074
H 9.1787 1.1006 1.7771
H 9.0295 -0.1482 2.9771
H 7.8199 1.0968 2.8987
H 7.9062 -0.1541 0.4104
H 7.3837 -2.2669 0.7521
H 8.6695 -2.0796 1.9121
H 3.7255 -1.6893 4.2369
H 3.1974 -3.0281 3.2645
H 1.5100 -1.3051 3.3060
H 2.4411 -2.5780 1.2543
H 3.0003 0.7205 3.3802
H 3.4460 0.3475 1.7222
H 1.4729 0.8631 0.9142
H 0.6522 0.6186 2.3069
C -0.9597 -0.8770 -0.9332
C -1.2314 0.5846 -0.6683
C -2.0779 1.3153 -1.6795
O -0.7889 1.1369 0.3123
H -0.3397 -1.2822 -0.1351
H -1.9009 -1.4282 -0.9746
H -0.4353 -0.9921 -1.8834
H -3.0592 0.8523 -1.7494
H -1.5983 1.2877 -2.6595
H -2.1940 2.3527 -1.3714
C -4.9257 1.2515 -5.1954
C -4.9342 0.0194 -4.3266
C -5.3080 -1.2839 -4.9865
O -4.6542 0.0753 -3.1512
H -4.6421 2.1150 -4.5985
H -4.2092 1.1295 -6.0090
H -5.9186 1.4198 -5.6145
H -4.6073 -1.5092 -5.7917
H -6.3164 -1.2183 -5.3972
H -5.2750 -2.0852 -4.2524
C -5.7997 2.0492 1.2758
C -6.5936 2.1744 -0.0030
C -6.6061 0.9735 -0.9151
O -7.1864 3.1899 -0.2815
H -5.8704 2.9769 1.8382
H -6.1952 1.2334 1.8829
H -4.7509 1.8505 1.0482
H -7.0383 0.1152 -0.3971
H -5.5942 0.7364 -1.2303
H -7.2062 1.1957 -1.7946
```

- Which value of calculated total energy does entry 7 give?
  -92641.7981 eV

- Which of these has the lowest calculated total energy?
  C15H32GaN8O6

- calculated total energy of number 5 (C15H32CuNO5S)?
  -83268.2296 eV

- Which formula does entry 7 have?
  C15H32GaN8O6